# C6H11N3

A gas-phase ion, C6H11N3 (charge +2) at a distorted geometry (wB97M-V/def2-TZVPD, OMol25).

As for the net charge: +2. The largest force on an atom comes out at 5.0 eV/Å. The calculation puts the lowest unoccupied orbital energy (alpha / beta) at -9.91 / -9.67 eV. As for the relative energy (zero: lowest compared OMol25 entry of this formula, charge and spin): 606.34 kJ/mol. The value obtained for the HOMO energy (alpha / beta) is -0.6490 / -0.6499 hartree. The gap between HOMO and LUMO (alpha / beta) comes out at 7.75 / 8.01 eV.

Last column: Mulliken charge in e.
Atoms and positions in Å:
1 C 1.64882 -1.14832 -0.51086  -0.061
2 C -1.66449 -0.53790 -0.35364  -0.254
3 C -0.40427 -2.49562 -0.97950  -0.115
4 C -0.47875 0.31421 0.09686  0.609
5 C -1.18569 0.76812 -1.04826  -0.694
6 C -0.15744 1.04182 1.35637  -0.902
7 N -1.41005 -1.81430 -0.74544  -0.280
8 N 1.01928 -2.17808 -0.84798  -0.070
9 N 0.94791 2.14148 1.21542  -0.339
10 H 2.68471 -1.03802 -0.37166  0.409
11 H -2.53108 -0.44268 0.29213  0.421
12 H -0.38270 -3.44528 -1.28674  0.482
13 H -0.79370 0.82798 -2.14842  0.265
14 H -1.79720 1.57941 -0.92974  0.375
15 H 0.39300 0.50428 2.08183  0.340
16 H -0.96311 1.60258 1.71346  0.433
17 H 1.50234 -2.96124 -1.09258  0.274
18 H 0.49648 2.96153 0.84985  0.372
19 H 1.76785 1.87332 0.58663  0.355
20 H 1.30809 2.44669 2.12226  0.378